ORCA calculation (ωB97M-V/def2-TZVPD) on a structure of composition C31H54BrCdN3PSSi.

Computed properties:
ΔE to the lowest compared entry with this formula, charge and spin: 0.0 kcal/mol
Molecular weight: 752.237 g mol⁻¹
Max |F|: 0.6 eV/Å
Frontier orbital gap: 8.5269 eV
Total charge: +1
Energy: -5148.6136 Eh

Last column: Mulliken charge in e.
CARTESIAN COORDINATES (ANGSTROEM)
Cd -2.94929 0.13248 0.12322  0.5376
N -2.37409 0.19812 2.48746  -0.7673
C -1.04113 0.83310 2.44536  -0.0404
C -1.16672 2.29173 1.97465  0.2444
C -0.40005 2.54460 0.68508  -0.0352
N -0.94119 1.70263 -0.41259  -0.2022
H -2.95176 0.63053 3.20280  0.1903
H -2.29311 -0.78339 2.73971  0.2498
H -0.45851 0.26198 1.72008  -0.1716
H -0.51783 0.76477 3.40063  0.3901
H -0.85280 2.99440 2.74707  0.4689
H -2.22555 2.49600 1.77408  -0.6284
H 0.65321 2.29209 0.82961  -0.3325
H -0.43641 3.60295 0.42038  0.4876
H -0.14938 1.23859 -0.84904  -0.2076
H -1.34063 2.28814 -1.13880  0.2292
S -5.87285 -3.91693 0.02422  -0.3814
C -7.13196 -2.79257 0.37149  0.9497
C -8.49060 -3.04519 0.54324  -0.7674
C -9.31949 -1.97839 0.82236  -0.4400
C -8.79635 -0.68551 0.92953  -0.8622
C -7.44874 -0.44456 0.75747  0.1396
C -6.59183 -1.50772 0.46866  -0.6935
N -5.21188 -1.43509 0.25988  -0.0900
C -4.71725 -2.61452 0.02277  1.2504
C -3.28314 -2.91655 -0.19787  1.1388
C -2.89009 -4.24069 -0.40333  -0.8699
C -1.55233 -4.56609 -0.54251  -0.9748
C -0.59557 -3.56545 -0.46714  -0.5139
C -0.99312 -2.24789 -0.27783  0.9735
C -2.33409 -1.89112 -0.15249  -1.4542
H -8.88067 -4.05108 0.46521  0.4058
H -10.37913 -2.14318 0.96177  0.3940
H -9.45953 0.13949 1.15350  0.4076
H -7.06907 0.56096 0.85066  0.1913
H -3.62602 -5.03500 -0.44837  0.3921
H -1.26072 -5.59539 -0.70296  0.3852
H 0.45590 -3.80831 -0.56179  0.4226
H -0.22450 -1.48524 -0.23723  0.1874
C 6.32513 -2.04645 -0.64269  -1.7970
C 4.79220 -1.89549 -0.63088  2.5093
C 4.21740 -2.61134 -1.86388  -1.7138
C 4.25172 -2.63961 0.59843  -2.0064
Si 4.31463 -0.04428 -0.57203  -0.3619
Br 2.08317 -0.01411 -1.13129  -0.4662
C 5.14837 1.03408 -1.91890  2.3531
C 5.27765 0.26133 -3.23916  -2.0532
C 4.34356 2.30134 -2.24650  -1.8584
C 6.55921 1.45440 -1.46380  -1.7029
C 4.34155 0.72004 1.19023  2.5097
C 5.70589 0.46681 1.86294  -1.7788
C 3.24987 0.15316 2.11130  -1.8991
C 4.11283 2.23621 1.11879  -2.1013
H 6.57661 -3.11118 -0.61143  0.5337
H 6.79828 -1.57628 0.22083  0.3099
H 6.78131 -1.63341 -1.54073  0.2899
H 4.52016 -3.66295 -1.82337  0.5402
H 4.57910 -2.20569 -2.80389  0.2983
H 3.12860 -2.57929 -1.88058  0.2101
H 4.46932 -3.70623 0.48299  0.6134
H 3.16951 -2.53194 0.70244  0.2757
H 4.72398 -2.31375 1.52365  0.3328
H 4.30769 -0.07844 -3.60753  0.3739
H 5.94075 -0.59780 -3.16659  0.3366
H 5.69922 0.93263 -3.99428  0.5812
H 3.38072 2.05764 -2.69552  0.3552
H 4.91109 2.88875 -2.97554  0.5258
H 4.16236 2.93728 -1.38453  0.3304
H 7.19459 0.60212 -1.21820  0.2911
H 6.53486 2.11759 -0.59991  0.2928
H 7.04686 2.00174 -2.27652  0.5428
H 5.89560 -0.59543 2.01734  0.3114
H 5.71544 0.94273 2.84891  0.5277
H 6.54053 0.87762 1.29621  0.3197
H 3.41373 -0.88677 2.37650  0.3199
H 2.25431 0.23785 1.67094  0.2089
H 3.25394 0.73058 3.04245  0.5676
H 4.91250 2.75649 0.59551  0.3944
H 4.08096 2.63547 2.13809  0.6016
H 3.16593 2.48396 0.63216  0.2001
C -3.62934 3.89431 -1.04681  -1.3326
P -4.30197 2.26802 -0.58357  0.7073
C -5.12734 2.66464 1.00013  -1.3524
C -5.64129 2.01893 -1.78329  -1.1395
H -4.45115 4.60799 -1.11357  0.4524
H -3.12138 3.84940 -2.00995  0.4071
H -2.92041 4.23715 -0.29311  0.3002
H -5.92212 3.40045 0.86537  0.4720
H -4.38649 3.07525 1.68797  0.3014
H -5.53844 1.76596 1.45557  0.3307
H -6.35670 2.83977 -1.72299  0.4167
H -6.14609 1.07292 -1.59826  0.3245
H -5.22014 1.98311 -2.78841  0.3906

Force components x, y, z for each atom (eV/Å):
Cd -0.05 0.19 -0.17
N -0.08 0.09 0.06
C -0.03 0.10 -0.06
C -0.05 -0.08 -0.03
C 0.00 -0.03 0.01
N 0.28 0.09 0.08
H 0.00 0.02 -0.06
H -0.01 0.01 -0.08
H 0.09 -0.01 0.00
H -0.04 0.03 0.04
H 0.06 -0.03 0.01
H 0.04 0.04 0.10
H -0.01 0.01 0.00
H -0.01 0.01 0.00
H -0.15 -0.17 -0.09
H 0.03 -0.01 0.07
S 0.02 -0.07 -0.04
C -0.05 -0.06 -0.02
C 0.03 0.03 0.02
C 0.03 0.00 -0.01
C -0.02 0.00 0.00
C 0.00 0.06 -0.01
C 0.13 0.07 -0.05
N -0.13 0.01 0.08
C 0.11 -0.05 -0.03
C -0.05 -0.04 0.05
C -0.02 -0.03 0.03
C -0.01 0.00 0.00
C 0.00 -0.01 0.01
C 0.01 -0.02 -0.03
C 0.03 0.05 -0.15
H -0.01 0.01 -0.01
H 0.00 0.00 0.00
H 0.00 -0.01 0.00
H 0.06 0.05 -0.03
H 0.01 0.00 0.00
H 0.00 0.00 0.00
H 0.00 0.00 -0.01
H 0.03 0.02 -0.02
C -0.03 -0.03 0.04
C 0.02 0.01 -0.01
C 0.05 -0.05 0.03
C 0.00 -0.04 -0.02
Si -0.02 0.03 0.04
Br 0.00 -0.03 -0.06
C 0.03 0.00 0.05
C 0.00 0.04 -0.05
C 0.01 0.02 -0.03
C -0.04 -0.02 -0.03
C 0.11 -0.03 0.00
C -0.08 0.00 0.01
C -0.04 0.07 0.03
C 0.00 0.01 0.06
H 0.00 0.01 0.00
H 0.00 0.00 0.00
H 0.00 0.00 -0.04
H -0.01 0.02 0.00
H 0.01 0.02 -0.04
H -0.03 -0.01 0.01
H -0.01 0.01 0.01
H 0.00 0.00 -0.01
H 0.00 0.00 0.02
H 0.00 0.00 0.00
H 0.03 -0.03 0.01
H -0.01 -0.01 0.01
H 0.00 -0.01 0.00
H -0.02 0.00 0.01
H 0.00 0.03 0.03
H 0.00 -0.01 0.00
H 0.01 0.02 0.02
H -0.01 -0.02 0.00
H 0.00 0.01 0.01
H -0.01 0.01 -0.02
H 0.02 0.02 -0.04
H 0.00 -0.07 -0.02
H 0.02 0.01 0.01
H 0.01 -0.03 0.00
H 0.01 0.02 -0.02
H -0.01 0.00 -0.02
H 0.01 0.00 0.00
C 0.15 -0.12 -0.04
P -0.24 -0.35 0.48
C -0.08 0.13 -0.12
C 0.03 0.02 0.01
H 0.03 0.04 0.00
H -0.02 0.01 -0.03
H 0.00 0.02 0.02
H -0.01 0.00 0.02
H -0.02 0.02 -0.02
H 0.00 -0.02 -0.02
H -0.04 -0.01 -0.04
H -0.04 -0.04 0.07
H 0.01 0.01 0.00